Entry 1:
Molecular formula: C36H82O36S5
Method: DFT, ωB97M-V/def2-TZVPD

Summary:
- LUMO energy (eV) = -0.3
- E (hartree) = -6120.273464
- SMILES string = CCOS(C)(=O)=O.CCOS(C)(=O)=O.CCOS(C)(=O)=O.CCOS(C)(=O)=O.CCOS(C)(=O)=O.COC(=O)OC.COC(=O)OC.COC(=O)OC.COC(=O)OC.COC(=O)OC.COC(=O)OC.COC(=O)OC
- multiplicity = 1
- F_max (eV/Å) = 4.88
- orbital gap (eV) = 10.38

Atoms and positions in Å:
1 C 1.372 3.383 -2.854
2 C 2.487 4.328 -3.271
3 O 3.367 4.424 -2.178
4 S 3.538 5.931 -1.494
5 C 1.745 6.166 -0.948
6 O 4.326 5.759 -0.262
7 O 3.883 6.912 -2.570
8 H 1.771 2.444 -2.469
9 H 0.778 3.189 -3.747
10 H 0.775 3.772 -2.029
11 H 3.009 3.923 -4.139
12 H 2.096 5.266 -3.665
13 H 1.438 5.380 -0.258
14 H 1.153 6.246 -1.859
15 H 1.652 7.190 -0.587
16 C -1.355 7.643 5.228
17 C -0.016 7.076 4.911
18 O -0.079 6.693 3.511
19 S 0.288 5.096 3.137
20 C -1.181 4.263 3.900
21 O 0.163 4.886 1.716
22 O 1.508 4.633 3.831
23 H -1.471 7.721 6.310
24 H -2.129 6.987 4.831
25 H -1.496 8.581 4.690
26 H 0.777 7.822 4.972
27 H 0.270 6.219 5.521
28 H -1.132 4.480 4.967
29 H -1.098 3.214 3.615
30 H -2.073 4.818 3.611
31 C -4.446 1.349 -5.525
32 C -3.367 0.720 -4.663
33 O -2.536 -0.161 -5.442
34 S -1.116 0.468 -6.148
35 C -0.029 0.710 -4.708
36 O -0.482 -0.609 -6.943
37 O -1.372 1.767 -6.744
38 H -5.228 1.869 -4.973
39 H -4.903 0.663 -6.239
40 H -3.879 2.044 -6.145
41 H -2.740 1.455 -4.160
42 H -3.754 0.070 -3.879
43 H 0.312 -0.238 -4.292
44 H -0.600 1.233 -3.941
45 H 0.854 1.256 -5.038
46 C 2.142 1.710 3.028
47 C 3.371 1.786 3.878
48 O 3.439 0.627 4.693
49 S 4.524 0.743 5.993
50 C 6.186 0.868 5.170
51 O 4.365 2.002 6.739
52 O 4.461 -0.496 6.684
53 H 1.280 1.852 3.678
54 H 1.998 0.771 2.492
55 H 2.202 2.463 2.242
56 H 4.267 1.982 3.288
57 H 3.309 2.704 4.462
58 H 6.990 0.604 5.858
59 H 6.364 1.861 4.757
60 H 6.195 0.108 4.389
61 C -3.313 4.095 -0.952
62 C -3.876 3.816 0.410
63 O -5.173 3.342 0.178
64 S -6.102 3.241 1.575
65 C -6.423 5.122 1.746
66 O -7.366 2.596 1.291
67 O -5.189 2.772 2.646
68 H -3.711 5.009 -1.392
69 H -3.434 3.226 -1.599
70 H -2.231 4.204 -0.880
71 H -3.340 2.996 0.888
72 H -3.826 4.668 1.088
73 H -6.485 5.497 0.724
74 H -5.556 5.648 2.147
75 H -7.284 5.311 2.387
76 C -2.871 -0.106 0.336
77 O -3.444 -0.483 -0.899
78 C -3.901 -1.723 -1.002
79 O -3.890 -2.532 -0.119
80 O -4.321 -1.893 -2.331
81 C -4.639 -3.188 -2.730
82 H -3.644 -0.139 1.103
83 H -2.406 0.878 0.272
84 H -2.215 -0.902 0.690
85 H -4.656 -3.300 -3.814
86 H -5.572 -3.521 -2.275
87 H -3.842 -3.856 -2.405
88 C 2.739 -5.177 0.315
89 O 3.273 -5.526 -0.980
90 C 3.580 -4.577 -1.860
91 O 3.535 -3.354 -1.649
92 O 3.985 -5.148 -2.973
93 C 4.562 -4.402 -4.028
94 H 3.487 -4.552 0.803
95 H 2.468 -5.977 1.004
96 H 1.736 -4.758 0.405
97 H 4.849 -3.382 -3.772
98 H 3.847 -4.390 -4.850
99 H 5.423 -4.978 -4.369
100 C 4.041 -2.043 1.856
101 O 3.660 -0.826 1.342
102 C 4.657 0.092 1.093
103 O 5.866 -0.026 1.345
104 O 4.085 1.159 0.523
105 C 4.789 2.247 0.156
106 H 4.459 -2.501 0.960
107 H 3.168 -2.585 2.220
108 H 4.816 -1.908 2.611
109 H 5.589 2.466 0.863
110 H 3.991 2.988 0.112
111 H 5.191 2.031 -0.834
112 C 0.910 -1.557 3.746
113 O -0.186 -2.403 3.419
114 C -0.013 -3.743 3.411
115 O 1.057 -4.366 3.576
116 O -1.124 -4.432 3.041
117 C -2.340 -3.714 2.917
118 H 0.408 -0.715 4.223
119 H 1.269 -1.186 2.786
120 H 1.673 -1.968 4.407
121 H -2.774 -3.512 3.896
122 H -3.070 -4.221 2.285
123 H -2.180 -2.759 2.416
124 C -2.231 -3.207 -5.707
125 O -0.991 -3.926 -5.417
126 C -0.903 -4.600 -4.253
127 O -1.768 -4.653 -3.350
128 O 0.237 -5.329 -4.257
129 C 0.653 -6.078 -3.119
130 H -2.790 -2.978 -4.800
131 H -2.858 -3.880 -6.291
132 H -2.135 -2.279 -6.269
133 H 0.540 -5.421 -2.257
134 H 1.655 -6.507 -3.126
135 H -0.069 -6.887 -3.000
136 C -0.050 -9.106 1.466
137 O -1.089 -8.078 1.456
138 C -1.359 -7.348 0.252
139 O -0.945 -7.641 -0.829
140 O -2.087 -6.286 0.579
141 C -2.706 -5.497 -0.371
142 H 0.716 -8.865 2.203
143 H 0.522 -9.182 0.541
144 H -0.484 -10.087 1.661
145 H -2.649 -5.944 -1.364
146 H -2.140 -4.566 -0.403
147 H -3.739 -5.304 -0.078
148 C 0.335 1.973 0.158
149 O 0.479 0.612 0.543
150 C 0.478 -0.368 -0.360
151 O 0.619 -0.257 -1.573
152 O 0.259 -1.442 0.362
153 C -0.247 -2.688 -0.207
154 H -0.416 2.216 -0.594
155 H 1.307 2.301 -0.210
156 H 0.049 2.511 1.062
157 H -0.698 -3.267 0.600
158 H 0.630 -3.238 -0.547
159 H -1.010 -2.406 -0.933

Löwdin population analysis, charges in e, atoms 1 to 5: -0.067 -0.298 -0.275 0.732 -0.088



Entry 2:
Molecular formula: C3H10SSi
Method: DFT, ωB97M-V/def2-TZVPD

Summary:
- LUMO energy (alpha / beta) (eV) = -0.3 / -0.2
- E (hartree) = -807.808831
- multiplicity = 1
- F_max (eV/Å) = 3.28
- energy above the lowest of the compared OMol25 structures with the same formula, charge and spin (kcal per mole) = 85.1
- orbital gap (alpha / beta) (eV) = 6.58 / 7.62

Atoms and positions in Å:
1 C -2.019 -0.696 -1.596
2 C 1.252 2.140 0.734
3 C -1.808 0.480 -0.645
4 Si 1.362 0.410 -0.189
5 S -2.435 0.384 1.027
6 H -1.536 -1.644 -1.014
7 H -3.066 -0.996 -1.792
8 H -1.501 -0.287 -2.498
9 H 1.514 2.914 0.024
10 H 0.255 1.959 1.089
11 H 1.970 2.084 1.562
12 H -1.980 1.419 -1.191
13 H 1.740 0.387 -1.639
14 H 1.628 -0.766 0.543
15 H -3.524 -0.272 0.907

natural (NBO) population analysis, charges in e, atoms 1 to 5: -0.685 -1.046 -0.399 0.855 -0.041



Entry 3:
Molecular formula: C11H20N5O4
Method: DFT, ωB97M-V/def2-TZVPD

Summary:
- LUMO energy (eV) = -4.6
- E (hartree) = -1005.543076
- SMILES string = Cc1cc(CC(N)(N)N)[n+](COO)nc1CCC(=O)O
- multiplicity = 1
- charge = +1
- F_max (eV/Å) = 2.05
- energy above the lowest of the compared OMol25 structures with the same formula, charge and spin (kcal per mole) = 0.0
- orbital gap (eV) = 7.91

Atoms and positions in Å:
1 C 1.686 0.503 2.111
2 C 0.837 -0.086 1.031
3 C -0.419 0.392 0.738
4 C -1.161 -0.207 -0.300
5 C -2.547 0.287 -0.676
6 C -2.804 1.785 -0.344
7 N -3.131 2.027 1.096
8 N -4.011 2.108 -1.114
9 N -1.761 2.646 -0.887
10 N -0.592 -1.233 -0.918
11 C -1.374 -1.911 -1.984
12 O -2.464 -2.632 -1.448
13 O -2.071 -3.289 -0.274
14 N 0.604 -1.742 -0.706
15 C 1.299 -1.189 0.241
16 C 2.694 -1.725 0.484
17 C 3.670 -0.813 -0.348
18 C 5.006 -0.620 0.350
19 O 5.337 -1.186 1.361
20 O 5.858 0.240 -0.301
21 H 1.872 -0.252 2.891
22 H 1.210 1.346 2.619
23 H 2.681 0.787 1.746
24 H -0.812 1.214 1.323
25 H -3.335 -0.341 -0.233
26 H -2.713 0.225 -1.756
27 H -2.909 1.195 1.636
28 H -2.519 2.775 1.412
29 H -4.764 1.497 -0.818
30 H -4.274 3.075 -0.964
31 H -1.037 2.850 -0.207
32 H -2.180 3.536 -1.140
33 H -0.709 -2.632 -2.477
34 H -1.683 -1.196 -2.748
35 H -2.350 -2.735 0.472
36 H 2.775 -2.720 0.036
37 H 2.953 -1.752 1.544
38 H 3.823 -1.285 -1.323
39 H 3.174 0.159 -0.473
40 H 6.142 0.902 0.345

natural (NBO) population analysis, charges in e, atoms 1 to 5: -0.666 0.091 -0.223 0.318 -0.497



Entry 4:
Molecular formula: C17H18N4O4S2
Method: DFT, ωB97M-V/def2-TZVPD

Summary:
- LUMO energy (eV) = -0.2
- E (hartree) = -1974.931286
- SMILES string = CC(C)CN(c1ccccc1)S(=O)(=O)c1nnc(NC(=O)c2ccco2)s1
- multiplicity = 1
- F_max (eV/Å) = 1.82
- energy above the lowest of the compared OMol25 structures with the same formula, charge and spin (kcal per mole) = 58.7
- orbital gap (eV) = 8.30

Atoms and positions in Å:
1 C -1.284 2.752 -4.457
2 C -0.127 2.510 -3.491
3 C 0.657 3.796 -3.245
4 C -0.668 1.965 -2.163
5 N 0.396 1.595 -1.256
6 C 1.198 0.471 -1.459
7 C 2.426 0.365 -0.804
8 C 3.196 -0.775 -0.941
9 C 2.771 -1.826 -1.735
10 C 1.565 -1.716 -2.405
11 C 0.783 -0.584 -2.272
12 S 0.683 2.578 0.061
13 O 1.953 3.225 0.002
14 O -0.478 3.392 0.248
15 C 0.672 1.352 1.362
16 N 1.527 1.217 2.310
17 N 1.241 0.238 3.152
18 C 0.146 -0.387 2.844
19 N -0.353 -1.430 3.559
20 C -1.514 -2.069 3.180
21 O -2.131 -1.731 2.191
22 C -1.910 -3.156 4.065
23 C -2.997 -3.994 3.998
24 C -2.895 -4.857 5.107
25 C -1.760 -4.485 5.768
26 O -1.158 -3.463 5.151
27 S -0.657 0.222 1.415
28 H -0.911 3.142 -5.401
29 H -1.824 1.829 -4.657
30 H -1.980 3.475 -4.038
31 H 0.547 1.761 -3.921
32 H -0.003 4.570 -2.861
33 H 1.445 3.632 -2.513
34 H 1.109 4.150 -4.169
35 H -1.236 2.743 -1.651
36 H -1.333 1.112 -2.329
37 H 2.789 1.184 -0.207
38 H 4.141 -0.834 -0.423
39 H 3.375 -2.714 -1.839
40 H 1.222 -2.521 -3.038
41 H -0.154 -0.532 -2.803
42 H 0.155 -1.722 4.383
43 H -3.758 -3.977 3.245
44 H -3.569 -5.643 5.378
45 H -1.296 -4.862 6.658

natural (NBO) population analysis, charges in e, atoms 1 to 5: -0.603 -0.229 -0.617 -0.224 -0.708



Entry 5:
Molecular formula: C47H55F3N9OW
Method: DFT, ωB97M-V/def2-TZVPD

Summary:
- LUMO energy (alpha / beta) (eV) = -3.5 / -3.5
- E (hartree) = -2758.436936
- multiplicity = 1
- charge = +1
- F_max (eV/Å) = 2.56
- energy above the lowest of the compared OMol25 structures with the same formula, charge and spin (kcal per mole) = 61.8
- orbital gap (alpha / beta) (eV) = 5.24 / 5.24

Atoms and positions in Å:
1 W -0.267 0.055 -0.352
2 C -6.644 0.725 -1.239
3 C -5.767 1.628 -0.369
4 C -4.550 0.891 0.085
5 C -4.427 0.095 1.180
6 C -5.430 -0.136 2.258
7 C -5.149 0.781 3.450
8 C -3.078 -0.429 1.170
9 C -2.575 -1.221 2.167
10 C -1.229 -1.586 2.309
11 C -0.571 -2.022 3.420
12 C -1.141 -2.417 4.741
13 C -1.800 -1.272 5.525
14 C 0.893 -1.944 3.066
15 C 0.802 -2.258 1.585
16 C 1.681 -2.783 0.733
17 C 1.735 -2.457 -0.654
18 N 0.955 -1.497 -1.240
19 C 1.490 -1.321 -2.512
20 C 0.999 -0.473 -3.504
21 C -0.140 0.300 -3.460
22 N -0.892 0.478 -2.310
23 C -2.019 1.131 -2.709
24 C -3.109 1.372 -1.875
25 C -3.293 0.815 -0.627
26 N -2.387 0.036 0.062
27 C -1.993 1.394 -4.119
28 C -0.808 0.887 -4.591
29 C -0.345 0.842 -6.011
30 C 0.288 2.155 -6.478
31 C -3.114 2.008 -4.892
32 C -3.126 3.535 -4.795
33 C 2.616 -2.167 -2.692
34 C 2.765 -2.888 -1.521
35 C 3.863 -3.847 -1.201
36 C 5.055 -3.105 -0.590
37 C 3.463 -2.241 -3.918
38 C 2.913 -3.261 -4.918
39 N -0.256 -1.320 1.254
40 C 1.924 -2.682 3.896
41 C 1.744 -4.200 3.856
42 H -7.553 1.240 -1.537
43 H -6.922 -0.167 -0.685
44 H -6.106 0.415 -2.130
45 H -6.342 1.950 0.499
46 H -5.489 2.525 -0.927
47 H -5.400 -1.178 2.576
48 H -6.432 0.066 1.878
49 H -4.134 0.632 3.807
50 H -5.836 0.569 4.264
51 H -5.259 1.825 3.163
52 H -3.243 -1.524 2.955
53 H -0.347 -2.834 5.360
54 H -1.892 -3.199 4.586
55 H -1.151 -0.401 5.580
56 H -2.008 -1.611 6.537
57 H -2.740 -0.967 5.076
58 H 2.479 -3.397 1.119
59 H 1.530 -0.494 -4.444
60 H -3.926 1.944 -2.284
61 H -1.204 0.628 -6.652
62 H 0.377 0.035 -6.148
63 H -0.416 2.978 -6.383
64 H 0.579 2.068 -7.523
65 H 1.175 2.390 -5.891
66 H -4.066 1.622 -4.517
67 H -3.030 1.720 -5.941
68 H -3.210 3.859 -3.760
69 H -3.969 3.936 -5.352
70 H -2.210 3.952 -5.209
71 H 4.194 -4.341 -2.115
72 H 3.518 -4.622 -0.515
73 H 5.398 -2.321 -1.262
74 H 5.876 -3.797 -0.422
75 H 4.790 -2.649 0.362
76 H 4.480 -2.520 -3.641
77 H 3.508 -1.259 -4.393
78 H 2.833 -4.242 -4.458
79 H 3.572 -3.330 -5.779
80 H 1.926 -2.964 -5.261
81 H 1.870 -2.351 4.934
82 H 2.915 -2.414 3.519
83 H 0.745 -4.480 4.180
84 H 2.464 -4.671 4.520
85 H 1.899 -4.597 2.856
86 F 6.195 2.675 5.243
87 C 4.996 2.555 5.828
88 F 4.537 3.809 6.018
89 F 5.206 2.044 7.047
90 C 4.027 1.749 5.015
91 C 3.029 1.034 5.663
92 C 2.099 0.339 4.919
93 C 2.142 0.352 3.522
94 C 3.154 1.080 2.888
95 C 4.096 1.766 3.628
96 C 1.188 -0.415 2.747
97 C 0.519 -0.097 1.612
98 H 2.990 1.019 6.741
99 H 1.316 -0.203 5.424
100 H 3.207 1.086 1.806
101 H 4.893 2.308 3.141
102 N 2.561 3.575 -3.058
103 N 2.372 2.509 -2.249
104 N 3.341 1.700 -1.909
105 C 2.757 0.852 -1.092
106 N 1.441 1.133 -0.945
107 N 1.213 2.224 -1.684
108 H 3.294 3.404 -3.738
109 H 1.691 3.903 -3.462
110 H 3.260 0.025 -0.634
111 C -1.635 3.492 0.415
112 O -0.701 2.413 0.410
113 H -1.316 4.280 -0.272
114 H -1.733 3.896 1.426
115 H -2.594 3.097 0.087
116 H 0.137 2.771 0.741

Löwdin population analysis, charges in e, atoms 1 to 5: 1.701 -0.073 -0.186 -0.133 -0.122



Entry 6:
Molecular formula: C5H8N2O
Method: DFT, ωB97M-V/def2-TZVPD

Summary:
- LUMO energy (eV) = 0.8
- E (hartree) = -379.909502
- multiplicity = 1
- F_max (eV/Å) = 5.84
- energy above the lowest of the compared OMol25 structures with the same formula, charge and spin (kcal per mole) = 112.1
- orbital gap (eV) = 9.90

Atoms and positions in Å:
1 C 0.490 -0.397 0.393
2 C -1.157 -0.259 0.855
3 C -1.273 -0.641 -0.626
4 C 0.009 -1.507 -0.586
5 C 0.423 0.885 -0.440
6 H 1.500 -1.361 1.618
7 H -1.503 -0.927 1.920
8 H -1.266 0.798 1.311
9 H -2.094 -1.004 -1.239
10 H 0.517 -1.400 -1.508
11 H -0.398 -2.570 -0.506
12 H -1.669 1.315 -0.687
13 H 0.626 2.932 -0.275
14 N -0.852 0.619 -1.076
15 N 1.027 1.931 -0.142
16 O 1.514 -0.514 1.290

natural (NBO) population analysis, charges in e, atoms 1 to 5: 0.239 -0.439 -0.086 -0.469 0.416